DFT (ωB97M-V/def2-TZVPD) results for C27H17IIrN4O2S2SbSe4 as an isolated structure.

Atoms and positions in Å:
Ir1 0.595 1.041 -0.895
S1 -3.397 1.509 -0.824
C1 -3.371 -0.205 -0.524
C2 -3.981 -0.683 0.641
C3 -3.963 -2.027 0.973
C4 -4.589 -2.464 2.191
N1 -5.087 -2.807 3.168
C5 -3.314 -2.942 0.132
C6 -2.710 -2.485 -1.030
C7 -2.750 -1.137 -1.375
S2 -2.059 -0.698 -2.930
C8 -3.232 -4.332 0.481
N2 -3.166 -5.444 0.762
H1 -4.469 0.019 1.303
H2 -2.172 -3.183 -1.658
C9 2.982 -0.015 0.912
N3 2.164 1.114 0.480
C10 2.464 2.311 0.852
C11 1.726 3.381 0.270
C12 1.708 4.759 0.407
C13 0.725 5.229 -0.485
C14 0.189 4.120 -1.121
N4 0.795 2.995 -0.674
C15 3.918 -0.439 -0.197
C16 3.668 -1.577 -0.953
C17 4.519 -1.918 -1.997
C18 5.619 -1.129 -2.292
C19 5.873 0.011 -1.539
C20 5.024 0.351 -0.499
H3 2.326 -0.839 1.190
H4 3.553 0.275 1.800
H5 3.263 2.490 1.568
H6 2.325 5.345 1.068
H7 0.433 6.253 -0.650
H8 -0.590 4.076 -1.867
H9 2.798 -2.190 -0.747
H10 4.309 -2.802 -2.585
H11 6.277 -1.396 -3.110
H12 6.728 0.635 -1.766
H13 5.217 1.248 0.080
I1 -2.496 -1.154 5.702
C21 -1.587 -1.380 3.837
C22 -1.493 -0.291 2.987
C23 -0.892 -0.446 1.744
C24 -0.372 -1.674 1.356
C25 -0.483 -2.759 2.225
C26 -1.092 -2.623 3.460
C27 0.295 -1.921 0.020
O1 0.685 -3.048 -0.246
O2 0.385 -0.941 -0.823
H14 -1.895 0.671 3.277
H15 -0.852 0.403 1.072
H16 -0.093 -3.716 1.904
H17 -1.188 -3.474 4.119
Se1 -5.343 1.793 -2.988
Sb1 -3.827 3.629 -3.718
Se2 -3.825 3.461 -6.221
Se3 -5.139 5.764 -3.746
Se4 -1.133 1.256 -2.522

## Properties
multiplicity: 6
electronic energy: -338865.6240 eV
HOMO energy (spin up / spin down): -5.209 / -5.803 eV
lowest unoccupied orbital energy (spin up / spin down): 1.8668 / -0.3442 eV
total charge: -1
<S²>: 8.789